{
  "formula": "C3H11N2O",
  "method": "wB97M-V/def2-TZVPD",
  "elements": ["C", "C", "C", "N", "N", "H", "H", "H", "H", "H", "H", "H", "H", "H", "H", "H", "O"],
  "xyz": [[1.221562, -0.746074, -1.369697], [0.527327, -0.458788, -0.088411], [-0.024192, -1.424995, 0.736275], [-0.237839, -2.744752, 0.301328], [0.119247, 0.960487, 0.096850], [0.637972, -0.162751, -2.084048], [2.284994, -0.497000, -1.531628], [1.100702, -1.793669, -1.750645], [0.011458, -1.379452, 1.911039], [0.543786, -3.415388, 0.585261], [-1.119031, -3.100329, 0.736741], [0.280363, 1.301088, 1.054919], [0.756932, 1.436657, -0.563234], [-0.879913, 1.038469, -0.211043], [-2.446820, 3.668930, 0.937681], [-1.108904, 4.043634, 0.726144], [-1.667643, 3.273933, 0.512469]],
  "forces_ev_per_angstrom": [[-1.108, -0.916, -0.902], [0.435, -0.897, -1.105], [0.783, -1.996, 2.808], [0.590, 0.502, 1.647], [1.224, -1.343, -0.410], [0.189, 0.280, -0.637], [-0.253, 0.357, 0.705], [0.081, 0.721, 0.840], [-1.661, 1.062, -2.022], [-0.717, 0.572, -1.580], [0.843, 0.123, -0.053], [-0.508, 0.303, -0.043], [-0.636, 0.757, 0.321], [0.511, 0.740, 0.467], [-0.609, -0.850, -0.290], [0.549, -0.409, -0.533], [0.288, 0.996, 0.786]],
  "s_squared": 0.767,
  "homo_ev": [-18.717, -18.716],
  "charge": 2,
  "largest_force_ha_per_bohr": 0.0687,
  "de_lowest_kj_mol": 270.00,
  "e_tot_ha": -304.85069,
  "multiplicity": 2
}